(1)
Entry from OMol25: a cluster of 10 separate species, C40H67N9O8S in total in a non-equilibrium geometry (ωB97M-V/def2-TZVPD).

HOMO = -7.71 eV
Energy = -3057.15563 Eh

Last column: Mulliken charge in e.
Positions of all 125 atoms, in Å:
1 C 1.355 -1.742 -5.580  -0.8626
2 O 0.323 -2.000 -4.557  -0.4737
3 C 0.937 -2.091 -3.259  0.0224
4 C 0.102 -3.106 -2.383  -0.1611
5 N -1.313 -2.559 -2.311  0.6567
6 H -1.239 -1.670 -1.838  -1.1116
7 H -1.717 -2.520 -3.236  0.6005
8 C -2.305 -3.435 -1.510  -0.2011
9 C -3.718 -2.889 -1.729  -0.2618
10 O -3.969 -2.440 -3.069  -0.3727
11 C -5.175 -1.686 -3.276  -0.7923
12 H 2.079 -2.552 -5.671  0.4055
13 H 1.883 -0.804 -5.405  0.2793
14 H 0.754 -1.644 -6.483  0.2965
15 H 0.871 -1.056 -2.925  -0.2702
16 H 1.975 -2.411 -3.172  0.7092
17 H 0.357 -3.019 -1.327  -0.1696
18 H -0.078 -4.092 -2.812  0.6308
19 H -1.924 -3.291 -0.499  -0.1015
20 H -2.179 -4.455 -1.871  0.5092
21 H -3.921 -2.162 -0.943  -0.0924
22 H -4.421 -3.687 -1.490  0.6711
23 H -5.264 -0.773 -2.687  0.2562
24 H -6.071 -2.308 -3.277  0.3426
25 H -5.049 -1.350 -4.305  0.2671
26 C 3.863 -1.333 4.431  -0.7850
27 O 3.358 -0.122 3.833  -0.3918
28 C 1.934 -0.041 3.931  -0.2363
29 C 1.491 1.213 3.135  0.3312
30 N 2.219 1.211 1.778  0.7049
31 H 3.173 0.938 1.962  0.8454
32 H 1.827 0.482 1.199  -1.0418
33 C 2.203 2.540 1.016  0.7042
34 C 3.435 2.712 0.135  -0.0503
35 O 4.548 2.377 0.996  -0.3546
36 C 5.748 2.292 0.225  -0.7928
37 H 3.249 -2.194 4.165  0.2783
38 H 3.877 -1.212 5.514  0.3412
39 H 4.925 -1.494 4.245  0.2749
40 H 1.670 -0.059 4.989  0.7049
41 H 1.552 -0.966 3.498  -0.3891
42 H 1.735 2.105 3.713  0.5955
43 H 0.413 1.132 2.994  -0.6200
44 H 2.160 3.362 1.730  0.5089
45 H 1.328 2.456 0.372  -0.8328
46 H 3.487 3.743 -0.215  0.6939
47 H 3.365 1.991 -0.679  -0.5466
48 H 6.477 1.888 0.928  0.2750
49 H 6.008 3.311 -0.063  0.3384
50 H 5.729 1.781 -0.737  0.2781
51 S -0.424 -0.262 0.141  0.2082
52 O 1.041 -0.457 0.086  -1.2357
53 O -0.734 0.982 0.804  -0.4831
54 O -0.892 -0.260 -1.263  -0.2532
55 O -1.026 -1.397 0.815  -0.6158
56 N -3.328 1.380 0.554  2.3941
57 C -4.356 0.484 0.578  -0.6715
58 C -5.543 1.229 0.440  -1.1941
59 C -5.203 2.591 0.335  -0.7791
60 C -3.811 2.706 0.423  -0.5766
61 H -2.348 1.172 0.681  -0.6989
62 H -4.100 -0.563 0.641  0.5969
63 H -6.530 0.795 0.363  0.4490
64 H -5.866 3.438 0.236  0.4479
65 H -3.090 3.507 0.353  0.2113
66 N 0.800 -3.340 1.543  1.2081
67 C 2.052 -3.605 1.912  -0.9633
68 C 1.898 -4.711 2.719  -1.0078
69 C 0.587 -5.136 2.818  -1.1340
70 C -0.083 -4.239 2.001  -0.5349
71 H 0.471 -2.543 1.017  -0.6364
72 H 2.903 -2.974 1.702  1.0889
73 H 2.666 -5.221 3.281  0.4412
74 H 0.197 -5.921 3.450  0.4235
75 H -1.083 -3.924 1.740  0.5102
76 N 3.209 -1.633 -0.936  1.2509
77 C 4.116 -0.861 -1.551  -0.3403
78 C 5.304 -1.541 -1.845  -0.8654
79 C 5.025 -2.879 -1.415  -0.9536
80 C 3.770 -2.863 -0.851  -0.6783
81 H 2.359 -1.334 -0.479  0.0328
82 H 3.945 0.192 -1.713  0.2397
83 H 6.199 -1.089 -2.245  0.4638
84 H 5.755 -3.673 -1.455  0.4646
85 H 3.264 -3.653 -0.315  0.6009
86 N -1.024 3.352 2.023  1.2050
87 C -0.600 4.577 1.584  -0.4327
88 C -0.602 5.479 2.624  -0.7235
89 C -1.008 4.850 3.834  -0.7803
90 C -1.274 3.523 3.363  -0.4541
91 H -0.940 2.481 1.519  0.4543
92 H -0.355 4.677 0.537  0.1979
93 H -0.332 6.521 2.542  0.4241
94 H -1.109 5.274 4.823  0.4921
95 H -1.572 2.716 4.015  0.3179
96 N -2.385 0.484 -3.363  1.5148
97 C -2.179 0.392 -4.754  -0.6462
98 C -3.198 1.047 -5.369  -0.7554
99 C -4.000 1.601 -4.385  -1.0022
100 C -3.496 1.221 -3.150  -0.2297
101 H -1.787 0.073 -2.660  0.0775
102 H -1.294 -0.119 -5.104  0.2190
103 H -3.284 1.274 -6.421  0.4602
104 H -4.778 2.348 -4.440  0.4388
105 H -3.850 1.367 -2.140  0.4163
106 N -1.745 -0.857 3.401  0.5072
107 C -2.539 0.138 3.921  -0.5717
108 C -2.415 0.130 5.295  -0.4977
109 C -1.511 -0.916 5.599  -1.0140
110 C -1.126 -1.501 4.426  -0.4045
111 H -1.528 -1.054 2.435  0.2559
112 H -3.224 0.724 3.326  0.4129
113 H -2.929 0.875 5.885  0.4948
114 H -1.247 -1.264 6.587  0.4755
115 H -0.392 -2.284 4.306  0.4017
116 N 0.295 1.965 -2.042  1.3429
117 C 1.490 2.200 -2.663  -0.4490
118 C 1.918 3.500 -2.644  -1.1563
119 C 0.765 4.186 -2.099  -0.6795
120 C -0.207 3.229 -1.731  -1.0834
121 H -0.154 1.070 -1.907  -0.5729
122 H 1.988 1.331 -3.067  0.5496
123 H 2.831 4.005 -2.921  0.5157
124 H 0.787 5.245 -1.888  0.4490
125 H -1.205 3.376 -1.344  0.8098

---

(2)
Entry from OMol25: a cluster of 2 separate species, C4H8NO2 in total in a non-equilibrium geometry (ωB97M-V/def2-TZVPD).

Charge = +1
HOMO = -14.21 eV
Energy = -362.17062 Eh

Last column: Mulliken charge in e.
Positions of all 15 atoms, in Å:
1 C -4.390 -0.235 -0.025  0.6008
2 C -0.381 0.359 0.431  -0.2926
3 C 0.469 -0.263 -0.420  0.0223
4 C 1.143 -1.464 0.002  -1.3148
5 N -0.937 1.574 -0.035  -0.2563
6 O -3.374 0.289 0.108  -0.4005
7 O -5.386 -0.773 -0.170  -0.2866
8 H -0.824 -0.152 1.203  0.4145
9 H 0.938 0.197 -1.319  0.2412
10 H 0.552 -2.392 -0.114  0.3535
11 H 1.367 -1.538 1.002  0.3946
12 H 1.826 -1.742 -0.805  0.3252
13 H -0.714 2.349 0.738  0.4282
14 H -1.954 1.419 0.062  0.4145
15 H -0.765 1.794 -1.044  0.3560